No. 1
Formula: C3H5NO2
Source: OMol25
Level of theory: wB97M-V/def2-TZVPD

Output
Relative energy (zero: lowest compared OMol25 entry of this formula, charge and spin)   1.300 eV
Lowest unoccupied orbital energy   0.4 eV
Largest force on an atom   0.039 Eh/bohr
HOMO-LUMO gap   0.385 Eh
SMILES   O=CCNC=O

```
11
Properties=species:S:1:pos:R:3:forces:R:3:mulliken_charge:R:1
C -0.50913 -1.84423 0.25146 0.84 -0.33 -1.42 0.0728
N -0.18102 -0.56805 0.55763 0.70 0.74 0.72 -0.1780
C -0.33542 0.63337 -0.25139 -0.36 -0.89 0.49 -0.3800
C 0.90796 1.50152 -0.26429 -0.24 0.76 -1.85 0.0023
O 0.88466 2.62038 0.17588 0.02 -0.15 0.67 -0.4333
O -1.11786 -2.18524 -0.74068 -0.29 0.27 0.27 -0.5418
H 0.02725 -2.59551 0.85361 -0.42 0.16 0.57 0.3107
H 0.33542 -0.39331 1.40405 -0.04 -0.45 0.16 0.2222
H -0.68130 0.30153 -1.23113 0.30 0.25 -0.19 0.3288
H -1.07354 1.27320 0.19003 -0.71 0.32 0.14 0.2516
H 1.74298 1.25633 -0.94517 0.21 -0.69 0.43 0.3447
```
Forces are in eV/Å.

---

No. 2
Formula: C3H5NO2
Source: OMol25
Level of theory: wB97M-V/def2-TZVPD

Output
Relative energy (zero: lowest compared OMol25 entry of this formula, charge and spin)   3.654 eV
Lowest unoccupied orbital energy   0.3 eV
Largest force on an atom   0.021 Eh/bohr
HOMO-LUMO gap   0.351 Eh

```
11
Properties=species:S:1:pos:R:3:forces:R:3:mulliken_charge:R:1
O -1.66749 1.67681 -0.93548 0.46 -0.47 0.33 -0.4959
C -0.89141 0.90287 -0.45445 -0.15 0.15 -0.12 0.6100
N 0.13898 1.25187 0.47732 0.27 -0.01 0.20 -0.0865
C 0.68429 0.45199 1.39234 -0.48 0.85 0.51 -0.5666
C 0.26658 -1.23896 -0.44360 0.27 -0.30 -0.05 -0.6733
O -0.82906 -0.39082 -0.80194 0.00 0.11 0.05 -0.3160
H 0.67837 2.05366 0.17048 -0.07 0.04 0.06 0.2257
H 1.06888 -0.75706 0.16080 -0.27 -0.38 -0.48 0.4147
H -0.06612 -0.31226 1.67021 0.05 0.17 -0.17 0.3015
H -0.13716 -2.07814 0.12401 0.12 0.03 -0.17 0.2969
H 0.75413 -1.55998 -1.35970 -0.20 -0.19 -0.16 0.2896
```
Forces are in eV/Å.

---

No. 3
Formula: C3H5NO2
Source: OMol25
Level of theory: wB97M-V/def2-TZVPD

Output
Relative energy (zero: lowest compared OMol25 entry of this formula, charge and spin)   3.712 eV
Lowest unoccupied orbital energy   -0.1 eV
Largest force on an atom   0.037 Eh/bohr
HOMO-LUMO gap   0.283 Eh

```
11
Properties=species:S:1:pos:R:3:forces:R:3:mulliken_charge:R:1
N 1.47593 -0.64623 0.12051 -0.27 0.07 -0.01 -0.2807
C 0.29732 -0.52449 -0.41823 0.26 -0.08 0.08 0.0425
C -1.02223 -0.57742 0.30142 0.45 -0.46 0.04 -0.3546
O -1.71642 0.49451 -0.06182 -0.13 0.16 0.00 -0.6794
C -0.19371 2.05695 -0.18514 -0.86 1.70 -0.29 0.1085
O -0.75785 3.04652 -0.34678 0.86 -1.49 0.27 -0.2301
H 1.56110 -0.73666 1.12492 -0.06 -0.01 -0.09 0.2533
H 2.32986 -0.48600 -0.39846 -0.16 -0.07 0.00 0.2664
H 0.26447 -0.34930 -1.48896 -0.02 0.03 0.06 0.3723
H -1.45192 -1.55983 -0.03030 0.03 0.06 0.05 0.2567
H -0.79918 -0.72276 1.39038 -0.11 0.09 -0.11 0.2453
```
Forces are in eV/Å.

---

No. 4
Formula: C3H5NO2
Source: OMol25
Level of theory: wB97M-V/def2-TZVPD

Output
Relative energy (zero: lowest compared OMol25 entry of this formula, charge and spin)   3.679 eV
Lowest unoccupied orbital energy   0.8 eV
Largest force on an atom   0.011 Eh/bohr
HOMO-LUMO gap   0.373 Eh

```
11
Properties=species:S:1:pos:R:3:forces:R:3:mulliken_charge:R:1
C -1.95999 -0.26715 -0.62226 -0.35 -0.04 -0.28 -0.5627
C -0.61275 0.60312 0.95534 0.37 -0.13 -0.15 -0.1957
O -0.77644 -0.45430 0.15943 0.14 0.57 -0.03 -0.1574
O 0.68598 0.84105 1.08915 -0.10 0.04 0.40 -0.1521
C 1.68560 0.10549 0.46608 0.41 -0.04 0.04 0.1545
N 2.77926 0.69475 0.29102 -0.27 -0.34 0.11 -0.5225
H -2.83605 -0.11798 0.01134 0.11 -0.14 -0.02 0.2927
H -1.80279 0.62700 -1.22939 -0.25 -0.22 -0.10 0.3234
H -2.04915 -1.14520 -1.25839 -0.12 0.05 0.09 0.2142
H 1.42919 -0.92771 0.23168 0.07 0.19 0.08 0.3373
H 3.45713 0.04093 -0.09399 -0.01 0.06 -0.12 0.2683
```
Forces are in eV/Å.

---

No. 5
Formula: C3H5NO2
Source: OMol25
Level of theory: wB97M-V/def2-TZVPD

Output
Relative energy (zero: lowest compared OMol25 entry of this formula, charge and spin)   1.665 eV
Lowest unoccupied orbital energy   0.8 eV
Largest force on an atom   0.011 Eh/bohr
HOMO-LUMO gap   0.388 Eh
SMILES   [H]/N=C/OCC=O

```
11
Properties=species:S:1:pos:R:3:forces:R:3:mulliken_charge:R:1
N -1.14374 -0.78402 -0.72721 -0.12 0.35 0.17 -0.5701
C -1.40376 0.35672 -0.25091 -0.01 -0.20 -0.16 0.1288
O -0.52020 1.06377 0.46972 -0.08 0.01 -0.13 -0.3461
C 0.69293 0.40710 0.83641 0.18 -0.15 0.09 -0.3163
C 1.36840 -0.42065 -0.24851 0.21 -0.17 0.16 0.1097
O 2.02969 -1.39019 0.02921 -0.24 0.48 -0.17 -0.4831
H -1.91131 -1.14185 -1.28635 -0.01 -0.02 0.12 0.2212
H -2.33048 0.92684 -0.35796 0.13 -0.08 -0.04 0.3784
H 0.54064 -0.22934 1.71261 -0.05 0.04 -0.11 0.2774
H 1.37156 1.22641 1.09758 -0.04 -0.16 0.02 0.2695
H 1.30628 -0.01479 -1.27458 0.04 -0.08 0.04 0.3307
```
Forces are in eV/Å.

---

No. 6
Formula: C3H5NO2
Source: OMol25
Level of theory: wB97M-V/def2-TZVPD

Output
Relative energy (zero: lowest compared OMol25 entry of this formula, charge and spin)   0.806 eV
Lowest unoccupied orbital energy   0.6 eV
Largest force on an atom   0.031 Eh/bohr
HOMO-LUMO gap   0.377 Eh

```
11
Properties=species:S:1:pos:R:3:forces:R:3:mulliken_charge:R:1
C -0.42786 1.15794 0.84035 -0.02 0.07 0.08 -0.7787
N -0.11896 0.17352 -0.17660 -0.05 0.19 -0.15 0.0595
C 0.64470 -2.80587 0.51686 0.74 -1.24 0.65 -0.0102
O 1.20502 -3.67353 0.98234 -0.66 1.01 -0.57 -0.1017
C 0.03614 0.48811 -1.48413 0.00 0.07 0.01 0.0890
O -0.05674 1.60424 -1.95556 0.04 -0.25 0.07 -0.5766
H -1.48326 1.12348 1.13674 0.16 0.00 -0.06 0.2723
H -0.21450 2.14891 0.43681 -0.02 -0.14 0.05 0.2805
H 0.19483 0.98741 1.72429 -0.11 0.05 -0.12 0.2887
H -0.05584 -0.79679 0.07347 -0.01 0.04 -0.01 0.1992
H 0.27647 -0.40743 -2.09458 -0.06 0.20 0.05 0.2779
```
Forces are in eV/Å.

---

No. 7
Formula: C3H5NO2
Source: OMol25
Level of theory: wB97M-V/def2-TZVPD

Output
Relative energy (zero: lowest compared OMol25 entry of this formula, charge and spin)   1.487 eV
Lowest unoccupied orbital energy   0.5 eV
Largest force on an atom   0.079 Eh/bohr
HOMO-LUMO gap   0.380 Eh
SMILES   O=C1C[C@H](O)N1

```
11
Properties=species:S:1:pos:R:3:forces:R:3:mulliken_charge:R:1
C 1.75593 -0.05576 0.20085 -3.32 1.45 -1.79 0.3577
C 0.67299 1.04055 -0.03470 -0.45 1.58 0.37 -0.5905
C -0.35939 -0.09132 -0.14977 1.40 -1.34 0.36 0.0494
N 0.81084 -0.95907 -0.15670 0.51 -2.20 -0.76 -0.0970
O 2.89969 -0.07576 0.42566 2.77 -0.34 0.86 -0.5472
O -1.10778 -0.49243 0.93865 -1.42 0.56 0.66 -0.5406
H 0.60457 1.88778 0.66183 -0.35 -0.53 0.02 0.3173
H 0.64595 1.44566 -1.04531 0.90 0.27 -0.04 0.2006
H -0.96424 -0.11453 -1.05886 0.17 0.13 -0.06 0.3332
H 0.88682 -1.97370 -0.21489 -0.17 0.33 0.07 0.1712
H -1.95260 -0.80819 0.60136 -0.04 0.08 0.33 0.3459
```
Forces are in eV/Å.

---

No. 8
Formula: C3H5NO2
Source: OMol25
Level of theory: wB97M-V/def2-TZVPD

Output
Relative energy (zero: lowest compared OMol25 entry of this formula, charge and spin)   0.636 eV
Lowest unoccupied orbital energy   0.7 eV
Largest force on an atom   0.018 Eh/bohr
HOMO-LUMO gap   0.340 Eh
SMILES   O=C=O.C=CN

```
11
Properties=species:S:1:pos:R:3:forces:R:3:mulliken_charge:R:1
N -0.58887 -1.37686 0.67771 0.04 0.08 0.14 -0.5305
C -0.53465 -0.54462 -0.44479 -0.38 0.10 -0.19 -0.2408
C -1.01412 0.69922 -0.51799 -0.15 -0.30 -0.03 -0.7524
O 1.33329 1.90779 -0.10751 0.68 -0.57 0.21 -0.3859
C 1.68945 0.81765 0.09451 0.66 0.44 0.19 0.8575
O 2.14168 -0.23473 0.32781 -0.35 0.74 -0.24 -0.4270
H -0.88004 -0.88514 1.51488 -0.01 -0.10 -0.09 0.2422
H 0.27280 -1.87892 0.85670 -0.17 0.02 -0.12 0.2774
H -0.07502 -0.99993 -1.32188 -0.18 -0.03 0.15 0.4025
H -0.96223 1.26818 -1.43969 -0.04 -0.19 0.11 0.2989
H -1.38228 1.22736 0.36025 -0.08 -0.19 -0.14 0.2582
```
Forces are in eV/Å.

---

No. 9
Formula: C3H5NO2
Source: OMol25
Level of theory: wB97M-V/def2-TZVPD

Output
Relative energy (zero: lowest compared OMol25 entry of this formula, charge and spin)   5.047 eV
Lowest unoccupied orbital energy (alpha / beta)   -0.2 / -0.2 eV
Largest force on an atom   0.024 Eh/bohr
HOMO-LUMO gap (alpha / beta)   0.280 / 0.280 Eh

```
11
Properties=species:S:1:pos:R:3:forces:R:3:mulliken_charge:R:1
O 0.27745 1.74033 -0.76793 0.07 -0.11 0.15 -0.3909
C -0.11165 0.87301 0.12915 -0.13 0.13 -0.04 0.0900
C -1.09818 -0.16178 -0.17264 -0.09 0.29 -0.07 -0.3656
N -0.26461 -1.27398 0.19499 -0.08 -0.21 0.10 -0.5241
C 1.56474 -0.77429 -0.28062 0.89 -0.80 0.29 0.0511
O 2.33345 -1.58998 0.03280 -0.74 0.75 -0.28 -0.3101
H 1.08978 2.19235 -0.48971 -0.10 -0.01 -0.03 0.4097
H 0.24097 0.97813 1.15190 -0.02 -0.05 -0.13 0.3267
H -1.97176 -0.02716 0.47865 0.09 -0.02 -0.04 0.3489
H -1.42892 -0.11917 -1.21853 0.03 -0.02 0.14 0.2082
H -0.64520 -1.78555 0.99339 0.08 0.05 -0.08 0.1561
```
Forces are in eV/Å.

---

No. 10
Formula: C3H5NO2
Source: OMol25
Level of theory: wB97M-V/def2-TZVPD

Output
Relative energy (zero: lowest compared OMol25 entry of this formula, charge and spin)   0.538 eV
Lowest unoccupied orbital energy   0.7 eV
Largest force on an atom   0.022 Eh/bohr
HOMO-LUMO gap   0.409 Eh
SMILES   CC(=O)NC=O

```
11
Properties=species:S:1:pos:R:3:forces:R:3:mulliken_charge:R:1
O 0.93783 1.80886 0.24007 0.11 0.26 0.29 -0.4922
C 0.07530 0.99333 0.10331 -0.10 -0.36 0.19 0.4618
N 0.28650 -0.36161 0.49655 -0.49 -0.48 -0.47 -0.0756
C 0.02367 -1.42918 -0.31919 -0.18 -0.44 0.35 0.0772
O 0.25356 -2.56749 0.01211 0.01 -0.03 -0.01 -0.5324
C -1.29194 1.31350 -0.45473 0.15 0.96 0.57 -0.9861
H 0.60315 -0.66689 1.40606 0.54 0.60 0.05 0.2547
H -0.41598 -1.20897 -1.29504 -0.02 0.36 -0.20 0.3117
H -2.08664 0.73217 0.00558 0.08 -0.35 -0.40 0.3590
H -1.26532 1.30189 -1.53683 -0.23 -0.36 -0.24 0.3053
H -1.48546 2.35863 -0.18124 0.13 -0.16 -0.13 0.3166
```
Forces are in eV/Å.